Entry from OMol25: a gas-phase ion, C4H12N3Si (charge +1) at a distorted geometry (ωB97M-V with the def2-TZVPD basis set).

Bonds (Å) are listed after each position.
Positions of all 20 atoms, in Å:
1 C 1.239 1.036 0.393  Si2 1.820, H9 1.078, H10 1.135, H11 1.076
2 Si 0.223 -0.386 -0.115  C1 1.820, C3 1.861, C4 1.885, C5 2.119
3 C -0.054 -1.641 1.230  Si2 1.861, H12 1.152, H13 1.179, H14 1.097
4 C 0.873 -1.210 -1.680  Si2 1.885, H15 1.049, H16 1.083, H17 1.095
5 C -1.774 0.272 -0.382  Si2 2.119, N6 1.339, H18 1.138, H19 1.068
6 N -1.888 1.558 -0.735  C5 1.339, N7 1.142
7 N -1.505 2.632 -0.667  N6 1.142, N8 1.179
8 N -1.241 3.777 -0.583  N7 1.179, H20 1.001
9 H 1.754 1.465 -0.452  C1 1.078
10 H 0.811 2.026 0.745  C1 1.135
11 H 1.903 0.614 1.126  C1 1.076
12 H 0.547 -1.436 2.191  C3 1.152
13 H -1.185 -1.825 1.506  C3 1.179
14 H 0.324 -2.612 0.889  C3 1.097
15 H 1.910 -1.367 -1.693  C4 1.049
16 H 0.439 -2.200 -1.609  C4 1.083
17 H 0.644 -0.856 -2.691  C4 1.095
18 H -2.314 -0.473 -1.052  C5 1.138
19 H -2.163 0.038 0.585  C5 1.068
20 H -2.042 4.378 -0.549  N8 1.001

Computed properties:
- 2S+1: 1
- Relative energy (zero: lowest compared OMol25 entry of this formula, charge and spin): 112.36 kJ/mol
- Kohn-Sham gap: 9.568 eV
- Energy: -612.98608 a.u.
- Lowest unoccupied orbital energy: -0.1847 Ha
- Total charge: +1